(A)
This record from OMol25 describes 15 unconnected molecules or ions with the total composition H30O15. The level of theory is ωB97M-V/def2-TZVPD.

Orbital gap (eV): 8.95
Spin multiplicity: 1
Highest occupied orbital energy (Ha): -0.349
Net charge: 0

Last column: Löwdin charge in e.
Atoms and positions in Å:
1 O -0.19862 -3.53922 -1.00523  -0.03
2 H 0.47334 -2.88152 -1.09215  0.02
3 H -0.41410 -3.81152 -1.90912  0.07
4 O 1.95869 0.38457 3.06585  0.00
5 H 2.41334 1.18620 3.04329  0.00
6 H 1.32619 0.53454 2.40400  -0.03
7 O 0.35677 1.86314 0.90655  -0.08
8 H 0.13391 2.49233 0.22932  -0.01
9 H -0.07085 2.29996 1.69030  0.11
10 O -3.87944 -0.04782 1.52798  -0.07
11 H -4.56992 -0.34996 0.89849  0.08
12 H -3.11415 -0.65668 1.48152  -0.01
13 O 0.09681 3.53388 -1.19108  -0.01
14 H 0.51937 4.35949 -0.99486  0.06
15 H 0.66186 2.86761 -1.52567  -0.01
16 O -2.77399 -2.28709 -0.75718  -0.05
17 H -2.88773 -2.35339 0.22423  0.04
18 H -1.90322 -2.68079 -0.80102  -0.03
19 O 3.10887 2.61036 0.88908  -0.07
20 H 3.70939 1.86455 0.96422  0.02
21 H 2.32857 2.29575 0.35210  0.01
22 O 2.68128 -0.53204 0.31351  -0.01
23 H 2.07220 -0.94124 0.86299  -0.05
24 H 3.35844 -0.12030 0.83751  0.04
25 O -0.08890 -0.53394 -0.87783  -0.06
26 H 0.40480 0.13440 -0.35707  0.03
27 H -0.71901 -0.81247 -0.20297  0.02
28 O 2.10629 1.41403 -1.58996  -0.03
29 H 2.31039 0.57621 -1.21501  -0.01
30 H 2.89949 1.95663 -1.72415  0.08
31 O -0.39118 -1.42444 -3.55356  -0.03
32 H -0.42622 -1.16870 -2.63906  -0.03
33 H -0.59399 -2.35934 -3.50048  0.01
34 O 1.09024 -2.46199 1.44700  -0.05
35 H 0.72590 -2.61132 2.35089  0.10
36 H 1.14505 -3.31417 0.97253  0.08
37 O -1.31465 1.42648 -2.49484  -0.02
38 H -0.75679 0.90088 -1.98133  -0.06
39 H -1.90652 1.79041 -1.88046  -0.02
40 O -2.18969 1.57009 0.02273  -0.06
41 H -2.90977 1.02479 0.39147  0.02
42 H -1.50229 1.55576 0.70108  0.00
43 O -1.38374 -1.13219 1.62003  -0.06
44 H -0.66673 -1.74774 1.53212  0.00
45 H -1.21968 -0.87416 2.56424  0.12


(B)
This record from OMol25 describes 15 unconnected molecules or ions with the total composition H30O15. The level of theory is ωB97M-V/def2-TZVPD.

Orbital gap (eV): 10.74
Spin multiplicity: 1
Highest occupied orbital energy (Ha): -0.400
Net charge: 0

Last column: Löwdin charge in e.
Atoms and positions in Å:
1 O -2.10945 -0.94461 1.36659  -0.04
2 H -2.76176 -1.00718 0.62102  0.04
3 H -2.54862 -0.41032 2.02917  0.06
4 O 1.46940 -3.48258 1.34656  -0.03
5 H 1.92688 -3.78831 0.61859  -0.02
6 H 1.66945 -2.59395 1.64103  -0.03
7 O 3.30424 -1.53787 -0.33263  -0.03
8 H 3.28933 -0.63261 -0.02324  0.00
9 H 3.88254 -2.03978 0.21773  0.06
10 O -1.06203 -2.66408 -0.96818  -0.02
11 H -1.19703 -3.06112 -0.12508  0.05
12 H -0.31462 -2.07076 -0.96637  0.00
13 O 1.20705 3.05667 0.19672  -0.03
14 H 0.91025 3.56341 -0.54373  0.04
15 H 0.80482 2.20249 0.07289  -0.02
16 O -1.30174 0.11432 -3.20639  -0.01
17 H -0.94479 0.02435 -2.35574  -0.03
18 H -1.98911 0.76169 -3.11498  0.03
19 O 1.81153 -0.90627 2.16567  -0.04
20 H 2.68465 -0.54239 2.33518  0.08
21 H 1.14640 -0.28990 2.50224  0.02
22 O 1.18813 -1.37598 -1.82934  -0.07
23 H 1.93476 -1.46364 -1.20351  0.01
24 H 1.47647 -1.87254 -2.62834  0.12
25 O -0.05181 0.35215 0.26275  -0.03
26 H -0.87459 -0.03346 0.61540  0.00
27 H 0.62639 -0.15843 0.63831  -0.01
28 O -3.08500 -0.98042 -1.18682  -0.06
29 H -3.51333 -0.99212 -2.03669  0.07
30 H -2.39245 -1.64112 -1.23117  -0.01
31 O -1.91551 2.92553 1.79519  -0.05
32 H -1.99637 2.53160 0.92371  -0.03
33 H -2.66277 2.59713 2.30590  0.04
34 O -2.83200 1.81750 -0.48898  -0.05
35 H -3.10077 0.94674 -0.73980  -0.01
36 H -3.58923 2.43747 -0.36836  0.09
37 O 1.47685 1.17927 -2.44556  -0.05
38 H 0.72432 1.73617 -2.24376  0.03
39 H 1.14418 0.29017 -2.31436  -0.03
40 O -0.02461 1.05612 3.19431  -0.03
41 H -0.52841 1.05967 2.38113  -0.01
42 H -0.56852 1.62445 3.72183  0.04
43 O 3.19823 1.14345 -0.27469  -0.09
44 H 2.33683 1.19117 -0.73768  -0.01
45 H 3.15184 1.87794 0.41348  0.09


(C)
This record from OMol25 describes 15 unconnected molecules or ions with the total composition H30O15. The level of theory is ωB97M-V/def2-TZVPD.

Orbital gap (eV): 10.95
Spin multiplicity: 1
Highest occupied orbital energy (Ha): -0.408
Net charge: 0

Last column: Löwdin charge in e.
Atoms and positions in Å:
1 O -3.55945 1.10083 -2.83350  -0.07
2 H -2.99678 1.66793 -3.37060  0.04
3 H -3.24654 1.21540 -1.91704  -0.01
4 O -2.35729 -1.44978 -2.48392  -0.05
5 H -2.66053 -0.66196 -2.01220  0.00
6 H -3.15381 -1.75949 -2.93633  0.06
7 O -2.09129 1.87039 -0.73551  -0.07
8 H -2.38272 2.63838 -0.23398  0.09
9 H -1.47247 2.17445 -1.45328  0.02
10 O -0.72410 0.77053 2.76551  -0.07
11 H -1.11128 0.03612 3.28062  0.03
12 H -0.98571 0.60270 1.84555  0.01
13 O 2.64623 -1.91524 -0.58018  -0.05
14 H 3.43974 -1.52434 -0.96356  0.06
15 H 1.93923 -1.28454 -0.76226  0.00
16 O -0.62866 -0.22537 0.11435  -0.07
17 H -1.29744 0.46088 -0.14730  0.01
18 H -1.29436 -0.91801 -0.04385  0.04
19 O 1.84867 1.14642 2.18605  -0.07
20 H 1.90753 2.05781 2.47395  0.08
21 H 0.99144 0.72113 2.40360  0.03
22 O 0.84075 -0.64946 -2.46045  -0.06
23 H 0.70463 -1.57256 -2.72211  0.06
24 H -0.09152 -0.35056 -2.44034  0.03
25 O -0.68766 -3.74512 -0.41858  -0.05
26 H 0.06612 -3.68018 0.18804  0.04
27 H -0.95044 -2.81865 -0.37123  -0.01
28 O 2.18303 1.74131 -0.41619  -0.06
29 H 2.23600 1.50568 0.53952  0.02
30 H 1.74816 0.97199 -0.80828  0.01
31 O -1.74222 -1.70213 3.37988  -0.07
32 H -2.37211 -2.32557 3.00190  0.05
33 H -0.94004 -2.26644 3.44471  0.02
34 O 2.92082 -1.38174 2.16483  -0.07
35 H 2.39531 -0.56414 2.17752  0.00
36 H 3.20201 -1.59405 1.26069  0.02
37 O 1.20105 4.22536 -1.22991  -0.08
38 H 1.40824 3.32574 -0.88942  0.00
39 H 1.24964 4.69173 -0.38552  0.05
40 O -0.51312 2.61106 -2.75753  -0.04
41 H -0.21975 3.51075 -2.51477  0.05
42 H 0.23473 2.11456 -2.36818  0.05
43 O 0.86176 -2.61588 3.22080  -0.06
44 H 1.44092 -2.85934 3.94053  0.05
45 H 1.34031 -2.20036 2.47744  0.02


(D)
This record from OMol25 describes a molecular structure, H30O15. The level of theory is ωB97M-V/def2-TZVPD.

Orbital gap (eV): 8.74
Spin multiplicity: 1
Highest occupied orbital energy (Ha): -0.346
Net charge: 0

Last column: Löwdin charge in e.
Atoms and positions in Å:
1 O 18.63712 -13.97912 47.07784  -0.10
2 H 18.78563 -13.37116 46.30115  0.02
3 H 19.30110 -14.66877 46.88694  0.00
4 O 21.43374 -15.34646 45.08499  -0.06
5 H 20.79798 -14.70376 45.03090  -0.12
6 H 22.22850 -14.93661 45.42265  -0.11
7 O 18.77521 -15.94486 43.74450  -0.05
8 H 19.23650 -16.29726 44.54114  0.03
9 H 18.32302 -16.73677 43.48012  0.07
10 O 20.48787 -13.35521 44.87239  -0.12
11 H 21.19231 -12.99754 45.51189  -0.07
12 H 20.25775 -12.57146 44.35124  0.09
13 O 23.11227 -17.49792 46.46289  -0.03
14 H 23.73484 -17.85290 45.97679  0.01
15 H 22.97027 -18.41778 46.95181  0.19
16 O 23.26845 -14.16128 45.37891  0.00
17 H 23.69157 -14.60238 46.25691  0.14
18 H 24.02116 -14.06830 44.88029  0.05
19 O 19.15134 -16.68906 46.40723  -0.03
20 H 20.02916 -16.94145 46.77619  0.03
21 H 18.55135 -17.37234 46.47315  0.02
22 O 23.96508 -15.47725 47.92639  -0.13
23 H 24.01533 -15.66899 48.98930  0.15
24 H 23.75003 -16.29347 47.41912  -0.02
25 O 21.34453 -17.65762 47.73275  0.01
26 H 21.69827 -17.40133 48.66481  0.15
27 H 21.89110 -17.33461 47.21245  -0.20
28 O 22.46380 -13.96034 42.37869  0.01
29 H 23.18080 -14.51261 42.20579  0.01
30 H 21.98449 -14.70343 42.59436  -0.04
31 O 19.74276 -15.36099 41.61789  -0.07
32 H 20.02083 -16.27636 41.49992  0.04
33 H 19.60426 -15.25620 42.55315  -0.05
34 O 21.43641 -11.95408 46.17120  -0.03
35 H 22.37400 -12.27782 46.59393  0.08
36 H 20.72736 -11.72084 46.80343  0.11
37 O 17.69592 -13.11060 44.10156  -0.03
38 H 18.35224 -13.79625 43.85597  0.02
39 H 16.95326 -13.24993 43.59632  -0.01
40 O 23.74507 -12.10711 47.30761  0.02
41 H 24.35671 -11.51070 47.15535  -0.02
42 H 23.74714 -12.57329 46.39577  0.08
43 O 21.53708 -18.27267 44.10380  -0.19
44 H 21.55967 -18.68146 45.03161  0.03
45 H 21.26968 -17.16955 44.11945  0.12


Which one is most stable, and which one is least stable? (B) is the most stable of them, while (D) is the least stable.